Entry 1:
Molecular formula: C27H50GdP2
Method: DFT, ωB97M-V/def2-TZVPD

Summary:
Total charge: +1
Highest occupied orbital energy (spin up / spin down) in Ha: -0.3770 / -0.3810
Kohn-Sham gap (spin up / spin down) in eV: 7.08 / 7.92
ΔE to the lowest compared entry with this formula, charge and spin in kJ/mol: 0.0
Multiplicity: 8

Last column: Mulliken spin population.
Element x y z (Å)
Gd1 -1.05151 -1.23581 1.23298  7.48
C1 -2.03123 -0.30595 3.46709  -0.02
C2 -3.00784 0.07629 2.49632  0.00
C3 -2.91509 -2.24085 2.53750  -0.02
C4 -1.97472 -1.73920 3.50344  -0.03
C5 -3.54132 -1.11211 1.91225  0.01
C6 -1.16046 0.62352 4.23598  -0.01
H1 -1.04085 1.56532 3.69750  0.00
H2 -0.15668 0.20418 4.36564  0.00
H3 -1.54012 0.86619 5.23917  0.00
C7 -1.01155 -2.54999 4.30488  0.01
H4 -0.29444 -1.91116 4.81991  0.00
H5 -0.41919 -3.21960 3.66861  -0.01
H6 -1.51957 -3.18084 5.04872  0.00
C8 -3.13708 -3.66861 2.16179  0.01
H7 -3.80324 -4.17861 2.87030  0.00
H8 -2.20248 -4.23729 2.12129  0.00
H9 -3.58008 -3.74856 1.16813  0.00
C9 -4.51075 -1.16764 0.78561  -0.02
H10 -5.54815 -1.30254 1.12123  0.00
H11 -4.28473 -1.99387 0.10216  0.00
H12 -4.47092 -0.25176 0.19401  0.00
C10 -3.32808 1.46353 2.07544  0.01
H13 -4.21082 1.86874 2.58922  0.00
H14 -3.53266 1.51059 1.00208  0.00
H15 -2.49460 2.14187 2.26999  0.00
C11 3.53055 3.06888 -2.24881  0.00
C12 2.85962 4.01972 -1.57827  0.00
C13 2.07998 5.16843 -2.13960  0.00
C14 1.51410 4.97561 -3.56524  0.00
C15 0.66772 3.74974 -3.74398  0.00
C16 1.08271 2.50618 -4.04692  0.00
C17 2.48079 2.06174 -4.35425  0.00
C18 3.61720 2.90706 -3.73744  0.00
H16 2.69872 6.08570 -2.14866  0.00
H17 2.33876 5.02219 -4.28600  0.00
H18 1.24910 5.38911 -1.44725  0.00
H19 3.67261 3.87248 -4.25674  0.00
H20 4.17437 2.38358 -1.68544  0.00
H21 2.98787 4.07067 -0.49280  0.00
H22 4.56766 2.39347 -3.96506  0.00
H23 2.58523 1.01641 -4.01756  0.00
H24 0.32662 1.73715 -4.23959  0.00
H25 2.65077 2.03406 -5.44688  0.00
H26 0.88286 5.85503 -3.78051  0.00
H27 -0.41145 3.94810 -3.70689  0.00
P1 0.87791 0.68483 0.61271  -0.03
C19 2.58252 0.28083 1.12612  0.00
C20 0.77653 2.47317 0.69971  0.00
P2 -1.10828 -0.36845 -1.38203  -0.05
C21 0.63191 0.33320 -1.21828  -0.01
C22 -2.01385 0.99848 -2.10233  0.01
C23 -1.16358 -1.66913 -2.65831  0.00
H28 2.69971 -0.81548 1.20377  0.00
H29 2.73693 0.67230 2.14696  0.00
H30 3.35396 0.68151 0.45045  0.00
H31 1.44804 2.95492 -0.01452  0.00
H32 1.00921 2.78851 1.72167  0.00
H33 -0.25510 2.79305 0.50084  0.00
H34 -0.69944 -1.34198 -3.60159  0.00
H35 -2.22101 -1.93978 -2.82494  0.00
H36 -0.66698 -2.58367 -2.29217  0.00
H37 1.36770 -0.40703 -1.56092  0.00
H38 0.70419 1.26463 -1.80547  0.00
H39 -3.01821 0.64355 -2.35255  0.00
H40 -1.48764 1.38654 -2.98196  0.00
H41 -2.13085 1.79014 -1.35025  0.00
C24 0.83068 -5.21273 1.90569  -0.01
C25 1.31347 -3.86984 1.32700  0.02
C26 2.65406 -4.03640 0.57769  -0.02
C27 0.23062 -3.20319 0.45276  -0.29
H42 0.56692 -5.91214 1.09822  0.00
H43 -0.05957 -5.08504 2.54811  0.00
H44 1.62490 -5.66107 2.52067  0.00
H45 1.53723 -3.20435 2.19024  -0.01
H46 2.55748 -4.65682 -0.32339  0.00
H47 3.04748 -3.05541 0.26819  0.00
H48 3.38650 -4.49803 1.26144  0.00
H49 0.67530 -2.83048 -0.48581  0.01
H50 -0.57634 -3.93581 0.23891  -0.02


Entry 2:
Molecular formula: C27H51BN2O19S2
Method: DFT, ωB97M-V/def2-TZVPD

Summary:
SMILES: O=S1(=O)OC[C@](O)(CCCCSc2nnco2)C[C@@H]1CB(O)O.CCOC(=O)OC.CCOC(=O)OC.CCOC(=O)OC.CCOC(=O)OC
Highest occupied orbital energy in Ha: -0.3619
Kohn-Sham gap in eV: 9.37

Last column: Mulliken charge in e.
Element x y z (Å)
O1 -0.11852 -5.29910 -2.07444  -0.68
S1 -1.44635 -5.80924 -1.95819  1.47
O2 -1.60103 -7.17793 -1.58249  -0.66
O3 -2.20562 -5.59517 -3.34945  -0.44
C1 -3.48543 -4.96081 -3.29475  -0.99
C2 -4.42003 -5.53514 -2.22805  1.78
O4 -4.50195 -6.93454 -2.34042  -0.54
C3 -5.79118 -4.83783 -2.45230  -1.27
C4 -7.02012 -5.71280 -2.20026  -1.05
C5 -7.13601 -6.28240 -0.79165  -0.60
C6 -7.66543 -5.32332 0.27605  -0.65
S2 -9.10974 -4.33035 -0.20455  -0.19
C7 -8.33949 -2.91496 -0.85719  0.48
N1 -8.35111 -2.59380 -2.11261  -0.15
N2 -7.68154 -1.37652 -2.20759  -0.42
C8 -7.31697 -1.08543 -1.00295  0.00
O5 -7.69232 -2.00019 -0.09315  -0.29
C9 -3.85809 -5.20799 -0.82532  -1.53
C10 -2.36774 -4.80323 -0.81968  0.10
C11 -2.13049 -3.29392 -1.04605  -1.37
B1 -1.57430 -2.53559 0.22733  0.09
O6 -0.70447 -1.47318 0.04804  -0.21
O7 -1.93148 -2.92458 1.50815  -0.44
H1 -3.94713 -5.09994 -4.26840  0.57
H2 -3.39822 -3.88944 -3.13142  0.33
H3 -4.55144 -7.17854 -3.26839  0.44
H4 -5.84986 -4.54000 -3.50129  0.32
H5 -5.87120 -3.91324 -1.88220  0.11
H6 -6.96559 -6.55676 -2.88480  0.42
H7 -7.89629 -5.14169 -2.49024  0.70
H8 -7.75783 -7.17402 -0.81714  0.38
H9 -6.15331 -6.61165 -0.46452  0.27
H10 -6.90049 -4.65375 0.66046  0.24
H11 -8.00647 -5.89997 1.13184  0.48
H12 -6.78081 -0.19643 -0.73031  0.44
H13 -4.42718 -4.39796 -0.38437  0.16
H14 -3.95666 -6.11295 -0.23223  0.58
H15 -1.92727 -5.07224 0.13618  0.99
H16 -1.46496 -3.09100 -1.88135  0.32
H17 -3.08140 -2.81115 -1.29079  0.33
H18 -1.16959 -0.63440 -0.00364  0.20
H19 -2.84577 -2.69103 1.69043  0.29
C12 3.09439 0.75629 -0.15642  -1.14
C13 1.72734 0.68215 0.48689  -0.03
O8 1.62740 1.57068 1.61655  -0.20
C14 1.42945 2.85291 1.33147  0.81
O9 1.30296 3.33105 0.23441  -0.60
O10 1.41026 3.53305 2.47846  -0.32
C15 1.26113 4.94690 2.31990  -0.63
H20 3.87169 0.57491 0.58693  0.30
H21 3.17967 0.00699 -0.94249  0.41
H22 3.27124 1.73912 -0.59400  0.15
H23 1.55163 -0.31350 0.88576  0.29
H24 0.93595 0.90116 -0.22852  0.21
H25 0.39177 5.19229 1.71489  0.32
H26 2.15574 5.36819 1.86550  0.23
H27 1.13644 5.36461 3.31436  0.22
C16 3.50441 4.51308 -3.33937  -1.23
C17 2.53763 4.99026 -2.27707  0.29
O11 2.39914 6.42248 -2.29572  -0.34
C18 1.60199 6.90680 -3.24170  0.74
O12 0.97780 6.26758 -4.04777  -0.56
O13 1.59765 8.23779 -3.13763  -0.35
C19 0.81193 8.90271 -4.12848  -0.65
H28 4.46214 5.02559 -3.23983  0.33
H29 3.66889 3.43982 -3.24262  0.34
H30 3.11970 4.71481 -4.33845  0.35
H31 2.91298 4.75114 -1.28568  -0.10
H32 1.56118 4.52149 -2.38015  0.34
H33 -0.19865 8.50218 -4.15817  0.30
H34 1.27749 8.80578 -5.10793  0.29
H35 0.78269 9.94957 -3.84123  0.22
C20 7.52514 8.54018 0.89220  -1.09
C21 7.98016 7.75255 2.10151  -0.18
O14 6.87895 7.10508 2.75845  -0.39
C22 6.45577 5.98236 2.18434  0.75
O15 6.92248 5.46185 1.20578  -0.56
O16 5.42218 5.52097 2.89095  -0.35
C23 4.83184 4.33514 2.35768  -0.33
H36 6.73826 9.24209 1.17034  0.29
H37 8.36067 9.09888 0.47099  0.35
H38 7.12860 7.87967 0.12243  0.31
H39 8.40588 8.41626 2.85129  0.29
H40 8.73612 7.01435 1.83664  0.31
H41 5.57815 3.56040 2.19781  0.39
H42 4.32346 4.56024 1.41971  -0.08
H43 4.10575 3.98766 3.08745  0.28
C24 2.51634 -5.47098 3.61819  -1.09
C25 3.68179 -4.68569 4.17984  -0.19
O17 3.72018 -3.34847 3.65875  -0.37
C26 2.87085 -2.49226 4.22357  0.76
O18 2.11897 -2.73142 5.13166  -0.57
O19 3.00376 -1.31670 3.61110  -0.32
C27 2.10966 -0.29828 4.07355  -0.51
H44 2.53571 -5.45162 2.52797  0.28
H45 2.56529 -6.50763 3.95098  0.37
H46 1.56741 -5.04758 3.94480  0.31
H47 4.62538 -5.13496 3.87671  0.30
H48 3.65673 -4.65612 5.26857  0.32
H49 2.16673 -0.18722 5.15440  0.44
H50 1.08894 -0.53497 3.77612  0.27
H51 2.41573 0.62249 3.59804  0.00


Entry 3:
Molecular formula: C27H51Br15N5O2S
Method: DFT, ωB97M-V/def2-TZVPD

Summary:
Total charge: +1
Highest occupied orbital energy in Ha: -0.3418
Kohn-Sham gap in eV: 6.42

Last column: Mulliken charge in e.
Element x y z (Å)
C1 2.22229 0.19801 -3.31565  -1.35
C2 0.80710 0.27031 -2.73029  0.04
O1 0.71615 -0.61088 -1.58939  -0.42
C3 0.02891 -0.12698 -0.47575  0.13
C4 -1.30466 0.57341 -0.70718  -1.35
C5 -2.25151 -0.04277 -1.76796  -1.80
C6 -2.31611 -1.58031 -1.84188  1.76
C7 -2.18411 -1.99156 -3.32305  -1.81
C8 -3.64723 -2.12023 -1.24162  -1.03
C9 -4.84891 -2.12587 -2.19054  -0.91
C10 -5.15552 -3.46501 -2.82938  -0.83
C11 -4.59104 -4.66732 -2.50390  0.94
C12 -3.87813 -5.51617 -3.52113  -1.23
C13 -4.66976 -5.26603 -1.11723  -1.48
C14 0.85050 0.80940 0.45891  0.36
C15 1.51836 2.06166 -0.07447  -1.31
C16 2.22311 2.91514 1.00776  -0.33
O2 1.46666 4.11929 1.07758  -0.46
C17 3.71225 3.22208 0.76001  1.05
N1 4.61968 2.74178 1.82375  -0.59
N2 1.77099 -0.07886 1.23986  -0.23
S1 3.40395 -0.26743 0.57383  -0.26
C18 1.15913 -1.33457 1.13868  -0.16
N3 1.67653 -2.42154 1.63523  0.20
C19 1.08403 -3.76065 1.48485  -0.59
C20 2.01309 -4.76389 2.16969  -1.14
C21 2.07752 -4.53480 3.68911  -0.36
N4 1.64814 -5.74344 4.41836  -0.64
N5 -0.00442 -1.31584 0.44122  0.62
C22 -1.20215 -1.52124 1.28351  -0.39
H1 2.16550 0.20194 -4.40208  0.45
H2 2.74697 -0.69646 -2.98936  0.27
H3 2.76921 1.09192 -3.02440  0.16
H4 0.56295 1.30202 -2.49747  0.20
H5 0.12627 -0.12283 -3.48242  0.54
H6 -1.83921 0.74041 0.22431  0.72
H7 -1.05356 1.57532 -1.05751  0.57
H8 -2.01396 0.40150 -2.73279  0.78
H9 -3.25492 0.31298 -1.52486  0.53
H10 -1.49940 -2.09044 -1.33342  0.19
H11 -1.16298 -1.87470 -3.68394  0.33
H12 -2.79663 -1.31815 -3.92530  0.41
H13 -2.55138 -2.99511 -3.51339  0.07
H14 -3.44913 -3.10578 -0.82258  0.41
H15 -3.88937 -1.46400 -0.39881  0.45
H16 -4.77451 -1.36975 -2.96958  0.47
H17 -5.72289 -1.82332 -1.59266  0.38
H18 -5.93516 -3.46252 -3.59207  0.41
H19 -4.29309 -5.30021 -4.50961  0.35
H20 -3.89654 -6.58151 -3.29525  0.40
H21 -2.84933 -5.15033 -3.52079  0.23
H22 -5.41128 -6.06078 -1.21523  0.43
H23 -3.73445 -5.77306 -0.85134  0.34
H24 -4.96095 -4.54362 -0.35973  0.41
H25 0.15817 1.19671 1.21433  0.29
H26 0.79276 2.72402 -0.54489  0.55
H27 2.23437 1.81684 -0.86132  0.06
H28 2.15963 2.37945 1.96584  0.53
H29 1.96689 4.77703 1.57297  0.38
H30 4.08344 2.84299 -0.19171  -0.66
H31 3.79131 4.30428 0.69596  -0.38
H32 5.34920 2.18578 1.39337  0.32
H33 4.14699 2.10007 2.44845  0.26
H34 3.07942 -0.60255 -0.69342  0.12
H35 2.54290 -2.36255 2.15005  0.47
H36 1.02284 -3.98873 0.42269  0.37
H37 0.12053 -3.82274 1.98322  0.28
H38 1.72624 -5.78298 1.92876  0.61
H39 3.01314 -4.56408 1.77571  0.37
H40 3.10332 -4.29681 3.99148  0.34
H41 1.45725 -3.68958 4.00045  0.24
H42 2.04860 -6.53647 3.93004  0.23
H43 2.06907 -5.75465 5.33896  0.25
H44 -1.52261 -0.60966 1.78606  0.26
H45 -0.93637 -2.20627 2.08409  0.29
H46 -2.02821 -1.97674 0.75032  -0.14
C23 6.66928 5.87637 1.19589  -0.19
Br1 5.18676 6.24334 0.02147  0.00
Br2 8.31532 5.69912 0.21218  -0.02
Br3 6.80418 7.18599 2.59485  -0.01
H47 6.46881 4.92191 1.66518  0.23
C24 0.26261 7.24596 0.31889  0.38
Br4 -1.59127 7.38579 0.80798  0.05
Br5 0.66553 8.25817 -1.26751  0.00
Br6 1.42401 7.72942 1.78049  -0.05
H48 0.45666 6.20674 0.09257  -0.34
C25 -3.53076 -2.17923 4.72827  -0.37
Br7 -4.92647 -2.65568 5.95334  -0.01
Br8 -2.35027 -3.66684 4.37592  -0.01
Br9 -4.24068 -1.43550 3.09532  -0.01
H49 -2.93741 -1.40842 5.19777  0.40
C26 -5.63713 7.49504 2.43751  -0.36
Br10 -5.79152 7.85820 0.55421  0.00
Br11 -4.97545 5.71452 2.76215  -0.01
Br12 -4.56083 8.81809 3.32508  0.00
H50 -6.62990 7.54946 2.85932  0.34
C27 6.16879 2.76322 -3.32130  -0.41
Br13 5.51253 1.80889 -1.77505  0.06
Br14 6.74106 1.55720 -4.70254  -0.01
Br15 4.85793 4.01738 -3.95619  -0.03
H51 7.03232 3.32831 -2.99991  0.43


Entry 4:
Molecular formula: C27H51BrF3NO18PS
Method: DFT, ωB97M-V/def2-TZVPD

Summary:
Total charge: +1
Highest occupied orbital energy in Ha: -0.4539
Kohn-Sham gap in eV: 7.48

Last column: Mulliken charge in e.
Element x y z (Å)
O1 -1.50613 1.49553 -0.80362  -0.36
C1 -0.62368 0.78327 -1.65868  -0.27
C2 0.14302 -0.22075 -0.76977  -1.54
C3 1.33153 -0.94908 -1.53019  0.84
C4 1.11698 -2.45783 -1.52917  -1.96
C5 1.40889 -2.88166 -0.06533  0.62
Br1 2.26698 -4.65454 -0.24225  0.07
P1 0.01226 -3.12631 1.13668  1.22
O2 -1.43099 -3.14241 0.37833  -0.57
O3 0.10743 -4.55492 1.85127  -0.54
S1 0.05294 -1.68893 2.41991  -0.42
C6 2.47442 -1.84823 0.26935  -0.91
N1 2.44403 -0.85356 -0.52709  0.13
C7 -1.53142 0.09025 -2.70761  0.76
F1 -1.36772 0.69488 -3.87230  -0.33
F2 -1.26298 -1.21614 -2.88988  -0.27
F3 -2.76792 0.16172 -2.32956  -0.25
H1 -1.07315 1.67707 0.04102  0.26
H2 0.05121 1.51990 -2.11384  0.22
H3 0.55589 0.31247 0.09065  0.86
H4 -0.59892 -0.91691 -0.37663  0.21
H5 1.53271 -0.44588 -2.47508  0.51
H6 1.98641 -2.87192 -2.06003  0.67
H7 0.27305 -2.86873 -2.08224  0.40
H8 -1.33586 -2.87564 -0.55127  0.38
H9 -0.74032 -5.02161 1.73300  0.33
H10 3.15622 -2.02458 1.09660  0.48
H11 3.10261 -0.07788 -0.49350  0.27
C8 9.47421 -0.80239 -2.27474  -1.16
C9 8.01187 -0.58311 -2.59817  -0.12
O4 7.19493 -0.70964 -1.41942  -0.35
C10 7.15427 0.36562 -0.63346  0.73
O5 7.71712 1.40836 -0.81936  -0.52
O6 6.37689 0.07384 0.42415  -0.32
C11 6.29206 1.12928 1.38928  -0.71
H12 9.61354 -1.75394 -1.75970  0.30
H13 10.07160 -0.80244 -3.18611  0.37
H14 9.85114 -0.02041 -1.61543  0.32
H15 7.66717 -1.35022 -3.29020  0.32
H16 7.84687 0.38245 -3.07614  0.28
H17 5.99135 2.06617 0.92317  0.34
H18 7.24564 1.24779 1.90035  0.33
H19 5.53736 0.84151 2.11853  0.21
C12 -1.10619 -4.87275 4.56155  -0.82
C13 -1.12845 -3.68200 5.49737  0.01
O7 -2.24603 -3.74507 6.38953  -0.41
C14 -2.08558 -4.54331 7.45068  0.76
O8 -1.10151 -5.18654 7.70855  -0.55
O9 -3.21060 -4.51170 8.16388  -0.35
C15 -3.20330 -5.36877 9.30897  -0.64
H20 -2.06422 -4.96973 4.04189  0.26
H21 -0.31181 -4.76821 3.82654  0.17
H22 -0.94572 -5.80028 5.11231  0.43
H23 -1.24811 -2.76408 4.92352  0.09
H24 -0.19527 -3.59638 6.05489  0.31
H25 -2.33454 -5.17922 9.93616  0.30
H26 -3.22667 -6.41193 8.99620  0.29
H27 -4.10239 -5.15177 9.87952  0.23
C16 -4.78499 2.35112 -3.03377  -0.89
C17 -6.23181 2.54388 -3.43066  -0.43
O10 -7.04414 2.42975 -2.25826  -0.36
C18 -7.08018 3.52081 -1.49242  0.80
O11 -6.51066 4.55905 -1.70790  -0.57
O12 -7.82839 3.24502 -0.42156  -0.34
C19 -7.89430 4.30340 0.53825  -0.62
H28 -4.66175 1.41880 -2.48702  0.23
H29 -4.13764 2.33551 -3.91196  0.42
H30 -4.45497 3.15702 -2.37649  0.30
H31 -6.55105 1.75948 -4.11555  0.35
H32 -6.38932 3.49533 -3.93839  0.33
H33 -8.20355 5.23698 0.07278  0.30
H34 -6.92933 4.42425 1.03018  0.26
H35 -8.63454 4.01885 1.28112  0.24
C20 1.31142 1.83974 -5.22260  -0.48
C21 1.96418 0.73144 -6.02342  -0.25
O13 2.99457 1.24490 -6.86850  -0.35
C22 4.16448 1.46355 -6.26237  0.76
O14 4.40662 1.25631 -5.09706  -0.59
O15 5.00891 1.95936 -7.16006  -0.34
C23 6.29736 2.29701 -6.63767  -0.57
H36 0.96086 2.63476 -5.88113  0.44
H37 0.46732 1.45462 -4.65490  -0.22
H38 2.02137 2.29059 -4.52638  0.26
H39 1.22850 0.26917 -6.68025  0.39
H40 2.35836 -0.05426 -5.37582  0.24
H41 6.73966 1.45503 -6.10864  0.23
H42 6.22005 3.16224 -5.98051  0.30
H43 6.93064 2.55215 -7.48274  0.24
C24 -2.43575 2.90571 5.26610  -1.17
C25 -2.84833 1.53281 4.77784  0.09
O16 -3.96399 1.61623 3.87963  -0.41
C26 -3.67130 1.94124 2.62274  0.74
O17 -2.56688 2.15702 2.18083  -0.58
O18 -4.81129 1.99565 1.93382  -0.40
C27 -4.64687 2.39351 0.57178  -0.21
H44 -3.29009 3.43104 5.69467  0.30
H45 -1.65434 2.82487 6.02204  0.38
H46 -2.05995 3.51694 4.44505  0.31
H47 -3.18042 0.92619 5.61900  0.33
H48 -2.01609 1.00746 4.30790  0.08
H49 -3.90397 1.77396 0.07063  0.02
H50 -4.36390 3.44524 0.52073  0.36
H51 -5.59904 2.25980 0.06904  0.13